Here is a 2-piece molecular cluster, C20H20N3O overall in a non-equilibrium geometry from the OMol25 dataset. Energies are from ωB97M-V with the def2-TZVPD basis set.

Element x y z (Å)
O (-0.848, -2.694, 2.095)
C (0.240, -2.601, 1.475)
C (1.037, -3.852, 1.204)
C (2.494, -3.674, 0.803)
C (2.619, -2.603, -0.268)
C (1.967, -1.259, 0.055)
C (0.771, -1.341, 0.865)
N (1.758, -1.122, 2.968)
N (1.722, -0.250, 3.646)
H (0.964, -4.427, 2.121)
H (0.575, -4.462, 0.415)
H (3.164, -3.550, 1.669)
H (2.810, -4.637, 0.378)
H (3.679, -2.403, -0.328)
H (2.281, -3.052, -1.205)
H (2.692, -0.796, 0.733)
H (1.854, -0.584, -0.811)
C (-0.967, 0.261, 2.110)
C (-0.354, -0.416, 0.829)
N (-0.304, 0.508, -0.363)
C (-1.446, 0.520, -1.232)
C (-2.570, -0.317, -1.304)
C (-3.567, -0.053, -2.278)
C (-3.532, 1.109, -3.084)
C (-2.504, 2.044, -2.859)
C (-1.461, 1.727, -1.978)
C (-0.434, 2.572, -1.400)
C (0.173, 1.843, -0.335)
C (0.882, 2.472, 0.665)
C (1.166, 3.825, 0.515)
C (0.679, 4.516, -0.602)
C (-0.165, 3.931, -1.553)
H (-1.361, -0.539, 2.786)
H (-0.337, 1.053, 2.599)
H (-1.910, 0.634, 1.647)
H (-1.158, -1.056, 0.485)
H (-2.684, -1.205, -0.689)
H (-4.419, -0.725, -2.415)
H (-4.320, 1.357, -3.809)
H (-2.517, 3.045, -3.305)
H (1.216, 1.859, 1.502)
H (1.769, 4.277, 1.298)
H (0.958, 5.560, -0.675)
H (-0.611, 4.507, -2.368)

Its energy above the lowest of the compared OMol25 structures with the same formula, charge and spin is 45.0 kcal/mol. The largest force on an atom comes out at 4.35 eV/A. Its net charge is +1. Its LUMO energy is -0.2537 Ha. For the HOMO energy, the calculation gives -0.401 hartree.

Löwdin population analysis, charges in e, atoms 1 to 5:
1 O 0.120
2 C -0.307
3 C -0.098
4 C -0.187
5 C -0.155

=====

Here is one molecule with the formula C3H4O4 in a non-equilibrium geometry from the OMol25 dataset. Energies are from ωB97M-V with the def2-TZVPD basis set.

Element x y z (Å)
C (0.324, -0.362, -0.795)
C (-0.111, 0.607, 1.052)
C (-0.568, -1.201, -0.133)
O (-0.802, 1.722, 0.708)
O (1.420, -0.919, -1.420)
O (0.726, 0.504, 1.898)
O (-1.180, -0.633, 0.860)
H (-0.766, 2.345, 1.452)
H (1.748, -0.319, -2.100)
H (-0.097, 0.529, -1.249)
H (-0.695, -2.272, -0.273)

Its energy above the lowest of the compared OMol25 structures with the same formula, charge and spin is 79.3 kcal/mol. The largest force on an atom comes out at 1.48 eV/A. Its LUMO energy is -0.0040 Ha. For the HOMO energy, the calculation gives -0.304 hartree. Its SMILES is O=C(O)O/C=C/O.

Löwdin population analysis, charges in e, atoms 1 to 5:
1 C -0.201
2 C -0.509
3 C -0.115
4 O 0.104
5 O 0.010

=====

Here is C19H31CsO5S2Si as an isolated structure from the OMol25 dataset. Energies are from ωB97M-V with the def2-TZVPD basis set.

Element x y z (Å)
Cs (0.292, 2.379, 1.679)
C (-1.432, -2.259, -0.284)
C (-1.390, -0.745, -0.481)
C (-1.878, -0.396, -1.885)
C (-2.265, -0.059, 0.562)
O (-0.076, -0.214, -0.314)
Si (1.438, -0.827, -0.619)
S (2.865, 0.585, -0.340)
O (1.379, -1.564, -2.130)
C (1.801, -1.095, -3.404)
C (1.143, -2.024, -4.422)
C (1.355, 0.345, -3.649)
C (3.321, -1.201, -3.508)
O (1.486, -2.149, 0.399)
C (2.355, -3.263, 0.437)
C (3.787, -2.884, 0.069)
C (1.831, -4.339, -0.516)
C (2.311, -3.778, 1.874)
H (-2.461, -2.610, -0.402)
H (-1.076, -2.526, 0.710)
H (-0.802, -2.761, -1.020)
H (-2.923, -0.689, -2.012)
H (-1.272, -0.916, -2.629)
H (-1.795, 0.680, -2.046)
H (-3.291, -0.430, 0.513)
H (-2.293, 1.021, 0.404)
H (-1.878, -0.250, 1.565)
H (0.057, -1.958, -4.342)
H (1.441, -3.057, -4.229)
H (1.438, -1.755, -5.439)
H (0.270, 0.427, -3.570)
H (1.656, 0.666, -4.650)
H (1.808, 1.008, -2.910)
H (3.632, -2.239, -3.363)
H (3.782, -0.580, -2.739)
H (3.662, -0.870, -4.493)
H (3.842, -2.535, -0.963)
H (4.444, -3.752, 0.183)
H (4.138, -2.072, 0.705)
H (1.808, -3.950, -1.534)
H (0.815, -4.622, -0.233)
H (2.467, -5.229, -0.482)
H (2.671, -3.004, 2.553)
H (2.930, -4.672, 1.990)
H (1.282, -4.021, 2.147)
O (-0.037, 4.364, 3.784)
C (-1.181, 3.857, 3.896)
O (-1.433, 2.635, 4.048)
C (-2.374, 4.793, 3.810)
C (-2.895, 5.301, 4.992)
C (-3.995, 6.152, 5.005)
C (-4.580, 6.492, 3.791)
C (-4.068, 5.988, 2.606)
C (-2.957, 5.126, 2.566)
S (-2.372, 4.521, 1.027)
H (-2.424, 5.015, 5.928)
H (-4.387, 6.537, 5.941)
H (-5.443, 7.153, 3.765)
H (-4.528, 6.251, 1.660)

The largest force on an atom comes out at 0.24 eV/A. Its net charge is -2. Its LUMO energy is 0.1488 Ha. For the HOMO energy, the calculation gives -0.028 hartree.

Löwdin population analysis, charges in e, atoms 1 to 5:
1 Cs 0.985
2 C -0.038
3 C -0.642
4 C -0.028
5 C -0.044

=====

Here is one molecule with the formula C4H8O2 in a non-equilibrium geometry from the OMol25 dataset. Energies are from ωB97M-V with the def2-TZVPD basis set.

Element x y z (Å)
C (0.747, 0.130, -2.202)
C (0.806, 0.520, -0.348)
C (-0.287, -0.251, 0.305)
O (-0.844, -1.154, -0.289)
C (-0.735, 0.036, 1.737)
O (-1.652, -0.930, 2.148)
H (1.691, -0.322, -2.521)
H (0.611, 1.136, -1.879)
H (-0.080, -0.545, -2.444)
H (0.776, 1.592, 0.023)
H (1.795, 0.178, -0.068)
H (0.150, 0.041, 2.393)
H (-1.172, 1.048, 1.792)
H (-1.808, -1.478, 1.356)

Its energy above the lowest of the compared OMol25 structures with the same formula, charge and spin is 82.5 kcal/mol. The largest force on an atom comes out at 3.53 eV/A. Its LUMO energy is 0.0299 Ha. For the HOMO energy, the calculation gives -0.358 hartree. Its SMILES is CCC(=O)CO.

Löwdin population analysis, charges in e, atoms 1 to 5:
1 C 0.035
2 C -0.081
3 C -0.406
4 O 0.069
5 C -0.212

=====

Here is one molecule with the formula C4H11NO in a non-equilibrium geometry from the OMol25 dataset. Energies are from ωB97M-V with the def2-TZVPD basis set.

Element x y z (Å)
C (0.860, 2.153, -0.342)
C (-1.252, 0.916, -0.278)
N (-0.328, 1.615, -1.106)
H (0.406, 2.343, 0.641)
H (0.788, 3.194, -0.696)
H (1.681, 1.447, -0.315)
H (-1.952, 1.107, 0.541)
H (-1.931, 0.277, -0.869)
H (0.011, 0.841, -1.687)
C (-0.438, -1.430, 0.239)
O (-0.455, -0.054, 0.614)
C (0.886, -2.149, 0.671)
H (-0.534, -1.561, -0.830)
H (-1.228, -1.962, 0.768)
H (1.633, -1.372, 0.532)
H (1.163, -3.155, 0.371)
H (0.691, -2.210, 1.745)

Its energy above the lowest of the compared OMol25 structures with the same formula, charge and spin is 74.5 kcal/mol. The largest force on an atom comes out at 4.25 eV/A. Its LUMO energy is 0.0392 Ha. For the HOMO energy, the calculation gives -0.341 hartree. Its SMILES is CCOCNC.

Löwdin population analysis, charges in e, atoms 1 to 5:
1 C -0.083
2 C -0.218
3 N -0.093
4 H 0.075
5 H 0.078

=====

Here is one molecule with the formula C4H6O2 in a non-equilibrium geometry from the OMol25 dataset. Energies are from ωB97M-V with the def2-TZVPD basis set.

Element x y z (Å)
C (-0.162, -1.484, 0.659)
C (1.082, 0.164, -0.594)
C (0.032, 1.358, -0.582)
C (-1.036, 0.762, 0.196)
H (-0.313, -2.477, 0.146)
H (-0.204, -1.566, 1.785)
H (1.449, -0.146, -1.613)
H (-0.115, 1.534, -1.683)
H (0.456, 2.281, -0.064)
H (-1.117, 1.047, 1.296)
O (1.076, -0.801, 0.349)
O (-1.147, -0.672, 0.104)

Its energy above the lowest of the compared OMol25 structures with the same formula, charge and spin is 140.3 kcal/mol. The largest force on an atom comes out at 3.05 eV/A. Its LUMO energy is -0.0254 Ha. For the HOMO energy, the calculation gives -0.260 hartree.

Löwdin population analysis, charges in e, atoms 1 to 5:
1 C -0.190
2 C -0.062
3 C -0.202
4 C -0.105
5 H 0.146